Record 1
Entry from the Open Molecules 2025 dataset: a structure of composition C50H58Cl2MoN2O4P3 (ωB97M-V with the def2-TZVPD basis set).

Computed properties:
HOMO energy (spin up / spin down), eV: -10.200 / -10.200
Total charge: +1
Gap between HOMO and LUMO (spin up / spin down), Ha: 0.2613 / 0.2613
ΔE to the lowest compared entry with this formula, charge and spin, kcal/mol: 0.00
DFT total energy, eV: -118728.490

Positions of all 120 atoms, in Å:
Mo1 -0.221 -0.293 -0.808
C1 -0.789 -0.273 3.113
C2 0.028 1.007 3.209
P1 -0.809 2.410 2.381
C3 0.552 3.628 2.328
C4 0.755 4.662 3.237
C5 1.849 5.507 3.109
C6 2.758 5.326 2.076
C7 2.562 4.302 1.159
C8 1.462 3.468 1.282
C9 -1.950 3.052 3.660
C10 -1.714 3.021 5.035
C11 -2.649 3.521 5.929
C12 -3.839 4.064 5.462
C13 -4.088 4.107 4.099
C14 -3.151 3.602 3.210
P2 -1.388 -0.948 1.483
C15 -3.184 -0.662 1.455
C16 -3.792 0.313 2.239
C17 -5.170 0.486 2.204
C18 -5.952 -0.322 1.393
C19 -5.350 -1.291 0.599
C20 -3.975 -1.451 0.618
C21 -1.221 -2.711 1.949
C22 -2.284 -3.482 2.409
C23 -2.056 -4.756 2.916
C24 -0.769 -5.261 2.982
C25 0.300 -4.486 2.549
C26 0.077 -3.221 2.039
H1 -1.679 -0.213 3.747
H2 -0.203 -1.099 3.517
H3 1.001 0.884 2.742
H4 0.199 1.227 4.265
H5 0.055 4.824 4.047
H6 1.994 6.307 3.823
H7 3.612 5.983 1.983
H8 3.266 4.155 0.349
H9 1.304 2.671 0.562
H10 -0.791 2.608 5.424
H11 -2.447 3.489 6.992
H12 -4.568 4.452 6.162
H13 -5.012 4.531 3.727
H14 -3.353 3.632 2.143
H15 -3.207 0.945 2.894
H16 -5.626 1.245 2.827
H17 -7.027 -0.201 1.381
H18 -5.956 -1.925 -0.036
H19 -3.516 -2.205 -0.011
H20 -3.293 -3.095 2.396
H21 -2.892 -5.345 3.271
H22 -0.595 -6.253 3.379
H23 1.310 -4.870 2.609
H24 0.919 -2.621 1.717
O1 3.365 0.198 1.036
C27 2.475 0.046 0.246
O2 1.194 0.017 0.549
C28 2.745 -0.214 -1.217
C29 4.067 -0.221 -1.682
C30 4.289 -0.596 -2.973
C31 3.202 -1.000 -3.777
C32 3.388 -1.467 -5.102
C33 2.327 -1.909 -5.836
C34 1.031 -1.894 -5.275
C35 0.819 -1.428 -4.011
C36 1.899 -0.968 -3.232
N1 1.691 -0.514 -1.950
H25 4.853 0.047 -0.992
H26 5.290 -0.622 -3.384
H27 4.391 -1.478 -5.510
H28 2.474 -2.279 -6.841
H29 0.196 -2.266 -5.854
H30 -0.171 -1.413 -3.583
C37 -1.543 3.949 -0.474
C38 -1.454 3.877 -2.007
C39 -2.401 4.937 -2.588
C40 -0.017 4.223 -2.427
P3 -1.851 2.144 -2.572
N2 -0.991 1.089 -1.649
C41 -3.663 1.752 -2.355
C42 -4.115 2.237 -0.968
C43 -4.558 2.389 -3.429
C44 -3.892 0.234 -2.390
C45 -1.303 1.895 -4.343
C46 -1.855 0.544 -4.826
C47 0.238 1.843 -4.405
C48 -1.772 2.979 -5.322
H31 -0.748 4.593 -0.098
H32 -1.418 2.985 0.010
H33 -2.490 4.376 -0.151
H34 -2.083 5.905 -2.194
H35 -3.430 4.791 -2.270
H36 -2.373 5.002 -3.673
H37 0.279 5.124 -1.887
H38 0.058 4.441 -3.490
H39 0.694 3.437 -2.172
H40 -4.120 3.320 -0.876
H41 -3.505 1.811 -0.168
H42 -5.137 1.885 -0.820
H43 -4.491 3.473 -3.469
H44 -5.591 2.138 -3.177
H45 -4.367 1.992 -4.424
H46 -3.196 -0.309 -1.759
H47 -3.844 -0.180 -3.391
H48 -4.896 0.051 -2.006
H49 -1.739 -0.253 -4.093
H50 -1.310 0.260 -5.728
H51 -2.908 0.613 -5.092
H52 0.680 1.321 -3.563
H53 0.673 2.836 -4.459
H54 0.524 1.311 -5.314
H55 -2.839 3.188 -5.279
H56 -1.547 2.623 -6.331
H57 -1.226 3.911 -5.185
Cl1 0.500 -4.809 -2.764
C49 -0.942 -4.179 -1.955
Cl2 -1.461 -5.208 -0.623
C50 -0.671 -2.771 -1.461
O3 0.296 -2.482 -0.722
O4 -1.439 -1.844 -1.843
H58 -1.745 -4.144 -2.683



Record 2
Entry from the Open Molecules 2025 dataset: a structure of composition C50H60Ge2IN2O2RuS5Se (ωB97M-V with the def2-TZVPD basis set).

Computed properties:
HOMO energy (spin up / spin down), eV: -0.961 / -1.870
Total charge: -2
Gap between HOMO and LUMO (spin up / spin down), Ha: 0.1819 / 0.2153
Spin multiplicity: 6
DFT total energy, eV: -303147.117

Positions of all 124 atoms, in Å:
Ru1 0.490 -3.628 0.139
C1 5.546 -1.974 2.328
C2 5.076 -1.066 1.232
C3 4.680 0.237 1.490
C4 4.173 1.050 0.485
C5 3.804 2.471 0.795
C6 4.031 0.533 -0.805
C7 4.542 -0.735 -1.107
C8 4.569 -1.276 -2.504
C9 5.044 -1.518 -0.079
C10 3.369 1.343 -1.855
C11 4.147 2.147 -2.679
C12 3.563 2.906 -3.677
C13 2.196 2.845 -3.864
C14 1.405 2.038 -3.053
C15 1.984 1.302 -2.028
Ge1 0.892 0.048 -0.908
S1 1.452 -1.925 -1.496
S2 1.013 0.710 1.303
Ge2 -1.142 -0.123 1.364
S3 -1.240 -2.216 1.839
S4 -1.407 0.340 -0.894
C16 -2.270 1.079 2.537
C17 -3.652 1.091 2.358
C18 -4.466 1.817 3.220
C19 -3.923 2.524 4.277
C20 -2.553 2.519 4.450
C21 -1.724 1.808 3.588
C22 -0.274 1.940 3.861
C23 0.382 1.067 4.723
C24 -0.303 -0.140 5.289
C25 1.706 1.322 5.064
C26 2.380 2.425 4.573
C27 3.809 2.686 4.952
C28 1.712 3.279 3.706
C29 0.398 3.050 3.339
C30 -0.288 3.956 2.359
C31 -4.283 0.372 1.226
C32 -4.467 1.030 0.011
C33 -4.038 2.455 -0.188
C34 -5.042 0.342 -1.048
C35 -5.440 -0.977 -0.923
C36 -6.003 -1.733 -2.090
C37 -5.301 -1.599 0.310
C38 -4.743 -0.938 1.393
C39 -4.625 -1.628 2.716
C40 -0.048 1.993 -3.336
C41 -0.885 3.006 -2.870
C42 -0.376 4.077 -1.946
C43 -2.219 3.018 -3.256
C44 -2.745 2.026 -4.065
C45 -4.181 2.057 -4.504
C46 -1.910 0.999 -4.481
C47 -0.567 0.970 -4.137
C48 0.300 -0.151 -4.620
H1 5.751 -1.413 3.238
H2 6.442 -2.513 2.026
H3 4.784 -2.723 2.544
H4 4.751 0.625 2.498
H5 4.460 2.866 1.570
H6 2.783 2.519 1.169
H7 3.873 3.100 -0.091
H8 4.554 -0.475 -3.240
H9 3.697 -1.907 -2.670
H10 5.455 -1.893 -2.649
H11 5.388 -2.517 -0.302
H12 5.220 2.169 -2.533
H13 4.173 3.535 -4.312
H14 1.724 3.419 -4.651
H15 -5.536 1.824 3.051
H16 -4.557 3.079 4.957
H17 -2.095 3.071 5.261
H18 -1.360 -0.153 5.032
H19 -0.198 -0.163 6.375
H20 0.151 -1.044 4.884
H21 2.211 0.637 5.733
H22 4.054 2.213 5.901
H23 4.003 3.755 5.028
H24 4.469 2.278 4.186
H25 2.229 4.140 3.302
H26 0.346 4.808 2.112
H27 -1.242 4.314 2.748
H28 -0.495 3.404 1.442
H29 -3.793 2.933 0.758
H30 -4.826 3.025 -0.683
H31 -3.155 2.475 -0.826
H32 -5.163 0.850 -1.994
H33 -6.200 -1.069 -2.930
H34 -6.928 -2.239 -1.815
H35 -5.286 -2.489 -2.408
H36 -5.632 -2.623 0.427
H37 -5.379 -2.407 2.814
H38 -4.727 -0.918 3.535
H39 -3.641 -2.094 2.796
H40 0.600 3.812 -1.546
H41 -1.067 4.211 -1.114
H42 -0.293 5.031 -2.470
H43 -2.860 3.821 -2.913
H44 -4.742 2.812 -3.955
H45 -4.643 1.084 -4.346
H46 -4.248 2.289 -5.569
H47 -2.312 0.202 -5.093
H48 -0.140 -0.631 -5.492
H49 0.399 -0.910 -3.841
H50 1.302 0.200 -4.860
O1 1.863 -2.224 2.076
H51 1.638 -1.282 2.130
H52 2.691 -2.279 1.580
O2 -1.721 -2.998 -1.340
H53 -1.700 -2.040 -1.477
H54 -2.248 -3.156 -0.544
Se1 -0.636 -5.715 0.507
I1 3.099 -4.746 0.409
C49 1.990 -8.027 -1.719
N1 1.671 -6.671 -2.069
C50 0.691 -6.301 -2.885
N2 0.069 -7.274 -3.632
S5 0.300 -4.699 -3.106
H55 2.864 -8.007 -1.071
H56 2.220 -8.602 -2.621
H57 1.173 -8.506 -1.169
H58 2.002 -5.946 -1.427
H59 -0.041 -8.172 -3.182
H60 -0.774 -6.925 -4.059



Record 3
Entry from the Open Molecules 2025 dataset: a structure of composition C50H61KN6O2PSe at a distorted geometry (ωB97M-V with the def2-TZVPD basis set).

Computed properties:
HOMO energy (spin up / spin down), eV: -1.636 / -1.633
Total charge: -1
Gap between HOMO and LUMO (spin up / spin down), Ha: 0.1171 / 0.1170
DFT total energy, eV: -156817.882

Positions of all 122 atoms, in Å:
K1 0.000 0.000 0.000
C1 4.716 0.759 -0.475
C2 4.874 1.938 0.245
C3 3.770 2.551 0.860
C4 2.467 2.012 0.782
C5 2.368 0.814 0.037
C6 3.455 0.192 -0.580
C7 1.278 2.673 1.445
C8 1.392 3.857 2.177
C9 0.266 4.430 2.771
C10 -0.980 3.820 2.636
C11 -2.143 4.359 3.216
C12 -3.369 3.717 3.056
C13 -3.436 2.540 2.319
C14 -2.275 2.012 1.746
C15 -1.040 2.632 1.890
N1 0.048 2.085 1.320
H1 5.571 0.287 -0.950
H2 5.859 2.390 0.333
H3 3.972 3.468 1.404
H4 3.301 -0.727 -1.135
H5 2.339 4.365 2.308
H6 0.375 5.352 3.337
H7 -2.097 5.279 3.793
H8 -4.267 4.134 3.504
H9 -4.386 2.029 2.186
H10 -2.332 1.091 1.170
O1 -1.275 -1.999 0.000
H11 -1.103 -2.827 -0.515
H12 -2.098 -2.192 0.515
C16 2.985 -1.794 -6.289
C17 3.285 -0.620 -5.373
C18 2.041 -0.171 -4.599
C19 1.016 -1.299 -4.323
C20 1.764 -2.635 -4.202
C21 2.500 -3.004 -5.495
P1 0.000 -0.901 -2.827
C22 -1.124 -2.333 -2.482
C23 -0.477 -3.306 -1.481
C24 -1.464 -4.370 -0.992
C25 -2.452 -4.834 -2.060
C26 -1.949 -4.557 -3.468
C27 -1.721 -3.060 -3.698
C28 -1.189 0.430 -3.339
C29 -1.905 0.255 -4.689
C30 -1.511 1.298 -5.730
C31 -1.716 2.729 -5.238
C32 -1.473 2.907 -3.740
C33 -0.560 1.826 -3.174
H13 3.874 -2.065 -6.869
H14 2.216 -1.500 -7.014
H15 3.681 0.222 -5.952
H16 4.071 -0.907 -4.663
H17 1.548 0.618 -5.179
H18 2.382 0.306 -3.671
H19 0.355 -1.370 -5.194
H20 1.092 -3.464 -3.965
H21 2.487 -2.583 -3.376
H22 1.844 -3.605 -6.137
H23 3.351 -3.648 -5.241
H24 -1.971 -1.890 -1.939
H25 -0.084 -2.770 -0.607
H26 0.385 -3.811 -1.933
H27 -2.029 -3.982 -0.135
H28 -0.895 -5.228 -0.615
H29 -3.410 -4.320 -1.915
H30 -2.654 -5.904 -1.934
H31 -2.665 -4.935 -4.206
H32 -1.011 -5.101 -3.635
H33 -2.688 -2.596 -3.934
H34 -1.117 -2.955 -4.602
H35 -1.976 0.372 -2.574
H36 -2.986 0.353 -4.516
H37 -1.771 -0.739 -5.119
H38 -2.088 1.144 -6.650
H39 -0.460 1.157 -6.006
H40 -2.735 3.060 -5.471
H41 -1.047 3.392 -5.802
H42 -2.435 2.876 -3.212
H43 -1.048 3.899 -3.551
H44 -0.379 2.028 -2.110
H45 0.415 1.896 -3.667
N2 -11.030 -1.552 -0.250
C34 -9.938 -1.161 -0.214
C35 -8.588 -0.679 -0.169
C36 -7.518 -1.576 -0.196
C37 -6.199 -1.106 -0.152
C38 -5.936 0.270 -0.080
C39 -7.016 1.166 -0.053
C40 -8.334 0.692 -0.097
N3 -4.594 0.753 -0.035
C41 -4.176 2.066 0.036
C42 -2.802 2.033 0.056
N4 -2.348 0.749 0.000
C43 -3.433 0.007 -0.054
H46 -7.701 -2.648 -0.252
H47 -5.408 -1.850 -0.176
H48 -6.876 2.242 0.002
H49 -9.157 1.405 -0.075
H50 -4.852 2.905 0.067
H51 -2.119 2.871 0.108
H52 -3.420 -1.072 -0.107
C44 1.974 -3.216 0.192
O2 1.275 -2.000 0.000
H53 3.045 -3.048 0.050
H54 1.614 -3.961 -0.521
H55 1.796 -3.571 1.210
H56 1.458 -1.706 -0.930
Se1 -1.330 -1.745 3.060
N5 0.000 -0.755 2.367
C45 0.938 -0.502 3.274
C46 2.079 0.244 3.005
C47 3.000 0.447 4.036
C48 2.765 -0.096 5.313
C49 1.603 -0.847 5.561
C50 0.699 -1.036 4.519
N6 -0.445 -1.731 4.623
H57 2.244 0.654 2.015
H58 3.893 1.024 3.844
H59 3.481 0.065 6.106
H60 1.415 -1.268 6.540
H61 0.000 1.915 -1.221



Record 4
Entry from the Open Molecules 2025 dataset: a cluster of 8 separate species, C50H61N8 in total at a distorted geometry (ωB97M-V with the def2-TZVPD basis set).

Computed properties:
HOMO energy, eV: -11.073
Total charge: +1
Gap between HOMO and LUMO, Ha: 0.2448
DFT total energy, eV: -64741.691

Positions of all 119 atoms, in Å:
C1 -2.965 -5.429 -0.164
C2 -2.276 -4.156 0.622
C3 -0.633 -4.301 0.655
C4 -0.068 -5.066 2.020
C5 1.397 -4.434 2.412
C6 2.377 -4.158 1.094
C7 2.512 -2.561 0.724
C8 2.266 -2.197 -0.856
C9 0.977 -1.230 -1.157
C10 1.120 0.310 -0.611
C11 0.715 0.530 0.963
C12 -0.387 -0.330 1.821
C13 -0.646 -0.012 3.426
C14 0.269 1.188 4.124
N1 1.261 1.974 3.286
C15 1.533 1.719 1.795
H1 -3.128 -5.175 -1.305
H2 -2.206 -6.324 -0.080
H3 -4.005 -5.624 0.340
H4 -2.754 -3.934 1.681
H5 -2.497 -3.200 -0.056
H6 -0.228 -4.875 -0.281
H7 -0.215 -3.186 0.741
H8 -0.814 -4.725 2.887
H9 -0.093 -6.233 1.924
H10 1.923 -5.240 3.117
H11 1.320 -3.454 3.084
H12 2.072 -4.776 0.148
H13 3.446 -4.574 1.423
H14 1.851 -1.965 1.483
H15 3.644 -2.266 0.959
H16 2.113 -3.222 -1.429
H17 3.219 -1.636 -1.261
H18 0.890 -1.151 -2.345
H19 -0.054 -1.644 -0.791
H20 0.390 0.969 -1.280
H21 2.214 0.668 -0.863
H22 -0.994 -1.182 1.296
H23 -1.428 -0.671 3.999
H24 0.114 1.396 5.287
H25 1.812 2.742 3.762
H26 2.338 2.356 1.196
N2 -3.671 -7.376 3.052
C16 -2.561 -7.721 3.740
C17 -2.266 -7.255 5.012
C18 -3.162 -6.379 5.616
C19 -4.314 -6.004 4.932
C20 -4.523 -6.526 3.665
H27 -1.891 -8.404 3.225
H28 -1.360 -7.567 5.518
H29 -2.965 -5.992 6.611
H30 -5.032 -5.323 5.375
H31 -5.409 -6.266 3.092
N3 0.094 3.758 -2.519
C21 -0.634 4.238 -1.486
C22 -1.903 4.776 -1.622
C23 -2.463 4.830 -2.894
C24 -1.737 4.346 -3.978
C25 -0.476 3.823 -3.742
H32 -0.153 4.176 -0.514
H33 -2.443 5.144 -0.757
H34 -3.455 5.246 -3.040
H35 -2.145 4.374 -4.982
H36 0.128 3.429 -4.555
N4 1.922 2.275 -5.344
C26 1.758 1.953 -6.646
C27 2.572 1.061 -7.327
C28 3.621 0.466 -6.635
C29 3.817 0.780 -5.294
C30 2.948 1.681 -4.698
H37 0.928 2.445 -7.143
H38 2.392 0.837 -8.372
H39 4.281 -0.236 -7.136
H40 4.626 0.334 -4.726
H41 3.058 1.955 -3.652
N5 -0.968 5.879 6.458
C31 -0.438 4.843 5.773
C32 -0.307 4.817 4.394
C33 -0.751 5.919 3.670
C34 -1.303 7.001 4.347
C35 -1.388 6.936 5.729
H42 -0.110 4.005 6.382
H43 0.129 3.959 3.896
H44 -0.666 5.935 2.587
H45 -1.658 7.875 3.813
H46 -1.808 7.757 6.303
N6 -5.426 5.448 -4.442
C36 -6.153 5.927 -3.409
C37 -7.423 6.465 -3.545
C38 -7.982 6.519 -4.817
C39 -7.257 6.035 -5.901
C40 -5.995 5.512 -5.665
H47 -5.672 5.866 -2.437
H48 -7.962 6.833 -2.680
H49 -8.974 6.935 -4.963
H50 -7.664 6.063 -6.905
H51 -5.392 5.118 -6.477
N7 0.260 0.480 7.441
C41 -0.631 0.578 8.452
C42 -0.714 -0.329 9.497
C43 0.167 -1.405 9.505
C44 1.095 -1.534 8.477
C45 1.103 -0.574 7.478
H52 -1.299 1.432 8.399
H53 -1.448 -0.200 10.284
H54 0.132 -2.138 10.306
H55 1.795 -2.361 8.454
H56 1.811 -0.628 6.655
N8 6.955 -0.951 -7.338
C46 6.839 -2.220 -7.789
C47 7.630 -2.757 -8.791
C48 8.598 -1.945 -9.372
C49 8.741 -0.633 -8.931
C50 7.905 -0.187 -7.920
H57 6.067 -2.813 -7.307
H58 7.494 -3.784 -9.112
H59 9.236 -2.331 -10.162
H60 9.486 0.025 -9.363
H61 7.980 0.827 -7.539